This record from the Open Molecules 2025 dataset describes a molecular structure, CH2NO2S in a non-equilibrium geometry. The level of theory is the ωB97M-V functional and the def2-TZVPD basis.

Results
* energy above the lowest of the compared OMol25 structures with the same formula, charge and spin: 207.65 kJ/mol
* total charge: -1
* orbital gap: 7.762 eV
* LUMO level: 3.99 eV
* highest occupied orbital energy: -3.770 eV

Structure (XYZ):
```
7
Properties=species:S:1:pos:R:3:nbo_charge:R:1
S 1.6034 0.4272 0.5681 1.345
O 1.2946 1.9036 0.3222 -1.019
O 0.4322 -0.3131 1.1825 -1.048
N -1.7057 -0.6900 -0.3529 -0.679
C -2.7201 -0.5924 -0.8619 0.164
H -0.9031 -0.6601 0.2209 0.454
H 1.9986 -0.0752 -1.0789 -0.218
```